C23H52BBrClN8O7 | ωB97M-V/def2-TZVPD

Calculated values
HOMO-LUMO gap in Ha: 0.2775
HOMO energy in eV: -10.915
E_LUMO in eV: -3.36
Calculated total energy in a.u.: -4931.3019

The geometry in ORCA input format:
```
! RIJCOSX wB97M-V def2-TZVPD def2/J DEFGRID3
* xyz 1 1
C 0.43921 4.54517 1.49846
O 1.39223 3.73818 0.77879
B 1.06891 3.55336 -0.50426
O 1.08002 4.60164 -1.38461
N 0.68047 2.22601 -1.08565
C -0.07046 1.33694 -0.49715
N -0.57816 0.29511 -1.17667
C -2.05547 0.51980 -1.31978
C -2.76103 0.86259 -0.02038
Cl -3.42232 -0.67607 0.67464
C -3.98273 1.73477 -0.31221
C -3.65534 3.14176 -0.78912
C -4.72579 4.11467 -0.26119
Br -3.69636 3.28687 -2.75023
C -1.88376 1.50326 1.05833
N -0.41401 1.44351 0.81956
H 0.76982 5.57545 1.49194
H 0.41798 4.20176 2.52287
H -0.57062 4.44249 1.11075
H 0.24122 5.09137 -1.38271
H 0.98066 2.01526 -2.03039
H -0.13349 0.23184 -2.08695
H -2.48298 -0.40190 -1.68702
H -2.23330 1.25080 -2.10156
H -4.49285 1.83237 0.64001
H -4.67848 1.24155 -0.97956
H -2.70102 3.50709 -0.43650
H -5.68104 3.60743 -0.31012
H -4.49071 4.46278 0.73633
H -4.80738 4.95154 -0.93726
H -2.03595 0.94233 1.96943
H -2.15151 2.52540 1.29279
H -0.11040 0.57869 1.27105
C -1.00582 -5.55459 -1.99518
C -0.89229 -4.07396 -1.73204
O -1.56771 -3.51198 -0.88275
N 0.00161 -3.37105 -2.47873
C 0.88438 -3.85963 -3.52531
H -1.75188 -5.97140 -1.32628
H -1.31743 -5.73804 -3.02394
H -0.05304 -6.05103 -1.80853
H 0.03060 -2.39212 -2.24651
H 1.92172 -3.66114 -3.25061
H 0.66600 -3.34166 -4.46066
H 0.75918 -4.92529 -3.67716
C -5.82951 -5.95869 2.63666
C -5.75675 -4.47864 2.92528
O -6.41947 -3.95533 3.80600
N -4.91414 -3.73009 2.16311
C -4.04196 -4.15667 1.07856
H -6.53774 -6.41226 3.32253
H -6.17016 -6.13344 1.61548
H -4.85433 -6.42558 2.78073
H -4.91885 -2.75284 2.40991
H -3.01116 -3.90995 1.33083
H -4.31320 -3.62352 0.16702
H -4.11775 -5.22411 0.90219
C -2.84525 -1.04424 4.73145
C -1.43049 -0.63602 4.41168
O -1.17473 0.17152 3.51371
N -0.43810 -1.18003 5.13792
C -0.54279 -2.14000 6.22601
H -3.52310 -0.52178 4.06276
H -2.97532 -2.11769 4.58978
H -3.09653 -0.77943 5.75833
H 0.48157 -0.86242 4.87189
H -0.11019 -1.71106 7.12975
H 0.01215 -3.04178 5.96748
H -1.57598 -2.40393 6.41933
C 7.21005 2.62544 -0.09029
C 6.97745 4.11560 -0.08793
O 7.88298 4.92566 -0.01490
N 5.67934 4.52262 -0.17397
C 4.50394 3.67994 -0.26250
H 8.27520 2.42858 -0.01631
H 6.70998 2.16157 0.76037
H 6.83270 2.18902 -1.01612
H 5.56136 5.52344 -0.17193
H 3.96643 3.90394 -1.19106
H 3.84669 3.88775 0.58184
H 4.77490 2.62879 -0.25515
C 3.88572 0.15705 -4.07676
C 5.03629 0.24281 -3.10077
O 4.86197 0.45116 -1.90615
N 6.28436 0.07951 -3.59473
C 6.68664 -0.17253 -4.96928
H 2.95722 0.30587 -3.53229
H 3.97250 0.92978 -4.84121
H 3.85791 -0.82377 -4.55194
H 7.00678 0.14630 -2.89390
H 7.23004 -1.11621 -5.02163
H 7.34554 0.62740 -5.30750
H 5.82717 -0.22360 -5.62820
*
```

Per-atom Löwdin charges, elementary charge units: -0.010 0.061 -0.731 0.197 0.332 -0.334 0.135 -0.141 -0.709 0.757 -0.264 -0.713 -0.132 0.739 -0.154 0.118 0.104 0.103 0.080 0.132 0.168 0.139 0.113 0.056 0.117 0.119 0.067 0.086 0.086 0.051 0.059 0.116 0.154 0.000 -0.540 0.015 0.005 -0.070 0.081 0.089 0.090 0.112 0.083 0.083 0.075 -0.010 -0.558 0.029 0.004 -0.102 0.083 0.084 0.083 0.108 0.067 0.067 0.073 0.005 -0.516 -0.014 0.021 -0.056 0.074 0.089 0.094 0.144 0.089 0.088 0.077 -0.008 -0.551 0.042 0.012 -0.072 0.085 0.089 0.062 0.141 0.085 0.077 0.064 -0.010 -0.550 0.011 0.016 -0.062 0.058 0.088 0.084 0.142 0.088 0.089 0.072

C23H52O19 | ωB97M-V/def2-TZVPD

Calculated values
HOMO-LUMO gap in Ha: 0.3627
HOMO energy in eV: -9.699
SMILES: C[C@H]1COC(=O)O1.C[C@H]1COC(=O)O1.C[C@H]1COC(=O)O1.C[C@H]1COC(=O)O1.CO.CO.CO.CO.CO.CO.CO
Relative energy (zero: lowest compared OMol25 entry of this formula, charge and spin) in kJ/mol: 8.66
E_LUMO in eV: 0.17
Calculated total energy in a.u.: -2337.0380

The geometry in ORCA input format:
```
! RIJCOSX wB97M-V def2-TZVPD def2/J DEFGRID3
* xyz 0 1
C 0.68138 5.05572 0.22335
O 0.38146 6.30659 -0.32189
H -0.10842 4.54662 0.80094
H 0.88271 4.37212 -0.59513
H 1.51997 5.11593 0.92690
H 0.03935 6.88380 0.36715
C -2.38033 3.98155 -1.90025
O -1.65653 5.06409 -2.55474
H -1.65423 3.25657 -1.51565
H -2.93923 4.37371 -1.04966
H -2.98992 3.53430 -2.67029
H -1.02320 5.40551 -1.91357
C 3.01760 -0.77976 -4.06599
O 2.32349 -0.55376 -2.89379
H 3.53121 0.13988 -4.38357
H 3.80713 -1.53518 -3.97591
H 2.36405 -1.08188 -4.88034
H 2.93464 -0.43347 -2.15239
C 0.32000 1.01204 -0.53269
O 1.01208 1.92034 0.28282
H -0.63875 0.67478 -0.14224
H 0.32326 1.46893 -1.51413
H 0.91426 0.08770 -0.62667
H 1.28668 1.45374 1.08099
C -3.93310 0.48264 0.22053
O -4.06844 1.56707 1.17331
H -4.52909 0.73441 -0.65634
H -2.91142 0.28915 -0.11563
H -4.24502 -0.47208 0.66956
H -4.85837 2.05685 0.94951
C 4.27607 0.08264 0.49992
O 4.54543 0.07087 -0.88631
H 4.87161 -0.66363 1.01595
H 4.54410 1.04791 0.95090
H 3.20757 -0.01832 0.71360
H 4.28639 0.94106 -1.23688
C 3.38174 3.25106 -1.71462
O 4.55322 2.62679 -2.22489
H 2.68911 2.55336 -1.23961
H 3.67089 3.93561 -0.90119
H 2.89742 3.89769 -2.44575
H 4.70227 2.95582 -3.11214
C 0.36037 -1.85974 2.73396
C -0.41628 -3.10515 3.10188
C 0.29509 -4.41341 2.62637
O 0.55935 -5.08793 3.86816
C 0.06923 -4.37923 4.91754
O 0.08501 -4.74873 6.00713
O -0.52127 -3.22538 4.51190
H 1.25003 -1.78200 3.38231
H -0.20376 -0.96481 2.99233
H 0.76765 -1.85242 1.72842
H -1.36388 -2.98383 2.56490
H 1.26545 -4.15532 2.21527
H -0.33675 -5.06337 2.03788
C -0.42752 -0.35208 -5.97708
C -1.37607 -0.66463 -4.83188
C -0.82509 -0.48757 -3.39880
O -1.79945 0.31441 -2.71229
C -2.74401 0.74359 -3.59638
O -3.71279 1.33700 -3.29190
O -2.45746 0.31840 -4.84545
H -0.99735 -0.11249 -6.87023
H 0.24677 -1.19162 -6.15595
H 0.21522 0.48952 -5.70936
H -1.91093 -1.61238 -4.93761
H 0.12454 0.03529 -3.33301
H -0.76710 -1.45207 -2.90512
C -1.65450 0.49524 6.31957
C -0.69240 1.41081 5.61057
C 0.16674 2.28750 6.54947
O 1.50208 2.01460 6.21447
C 1.54025 1.16850 5.17458
O 2.50861 0.97492 4.53649
O 0.33819 0.61654 4.96494
H -2.44051 0.20714 5.62080
H -2.12301 0.98551 7.17351
H -1.14475 -0.39067 6.69053
H -1.14171 2.02170 4.82858
H -0.06923 2.00304 7.58059
H -0.16140 3.32842 6.51196
C -0.03212 -3.63166 -0.67976
C -0.88241 -4.14480 -1.82741
C -1.50700 -5.51581 -1.61110
O -2.81061 -5.38874 -2.17502
C -3.14794 -4.06400 -2.23940
O -4.18379 -3.69899 -2.57724
O -2.06049 -3.31161 -1.99553
H -0.61904 -3.88950 0.20537
H 0.10948 -2.55941 -0.73746
H 0.89193 -4.20432 -0.62641
H -0.31373 -4.08424 -2.76497
H -1.62266 -5.68555 -0.53102
H -0.85797 -6.29745 -1.99224
*
```

Per-atom Löwdin charges, elementary charge units: -0.187 -0.106 0.084 0.057 0.084 0.089 -0.117 -0.136 0.065 0.079 0.059 0.026 -0.171 -0.136 0.082 0.086 0.062 0.052 -0.154 -0.129 0.073 0.077 0.068 0.079 -0.131 -0.133 0.076 0.048 0.075 0.061 -0.143 -0.127 0.082 0.091 0.059 0.034 -0.140 -0.121 0.052 0.087 0.090 0.086 -0.028 -0.316 -0.082 0.060 -0.589 0.210 0.092 0.102 0.077 0.068 0.147 0.127 0.114 -0.017 -0.263 -0.082 0.033 -0.561 0.160 0.077 0.088 0.079 0.089 0.153 0.100 0.107 -0.017 -0.284 -0.107 0.089 -0.595 0.173 0.058 0.087 0.087 0.099 0.153 0.128 0.134 -0.008 -0.307 -0.095 0.069 -0.591 0.221 0.065 0.061 0.077 0.103 0.156 0.131 0.138

C23H52O23Si2 | ωB97M-V/def2-TZVPD

Calculated values
HOMO-LUMO gap in Ha: 0.3971
HOMO energy in eV: -10.292
E_LUMO in eV: 0.51
Calculated total energy in a.u.: -3217.1633

The geometry in ORCA input format:
```
! RIJCOSX wB97M-V def2-TZVPD def2/J DEFGRID3
* xyz 0 1
C -3.34239 -0.96373 -1.13924
C -4.35572 0.35273 -1.20694
Si -5.72918 -0.05580 -2.51991
O -6.70058 -1.38056 -1.89115
Si -8.33942 -0.88029 -1.49981
O -8.42887 0.58616 -0.51911
H -2.24122 -0.65257 -1.39174
H -3.68741 -1.77310 -1.94580
H -3.44601 -1.47486 -0.08017
H -3.76836 1.34317 -1.41804
H -4.92745 0.41725 -0.16424
H -6.48516 1.10467 -2.97008
H -5.00988 -0.59233 -3.70268
H -9.22963 -0.77974 -2.68083
H -8.92012 -1.97736 -0.68536
H -8.64320 1.37853 -1.11448
C -1.81679 -0.03835 2.63176
O -0.80738 -0.51654 1.74475
C 0.17084 -1.23726 2.34885
O 0.24212 -1.49148 3.54104
O 1.05612 -1.62592 1.39677
C 2.14808 -2.39885 1.89128
H -2.54628 0.52364 2.04197
H -2.33432 -0.87387 3.11401
H -1.38611 0.63559 3.37936
H 1.78910 -3.32867 2.34399
H 2.73729 -1.81938 2.60935
H 2.79177 -2.65438 1.04509
C -14.69494 0.42572 -5.24863
O -14.55068 0.83966 -3.89135
C -13.32314 0.60391 -3.36329
O -12.38052 0.08705 -3.94239
O -13.32611 1.04264 -2.07926
C -12.08946 0.85775 -1.39307
H -15.71390 0.66210 -5.56750
H -13.99743 0.96910 -5.89416
H -14.54766 -0.65524 -5.34033
H -11.28779 1.41831 -1.88448
H -11.83789 -0.20591 -1.33066
H -12.20602 1.24372 -0.37666
C 8.59465 -1.79381 1.13153
O 7.16873 -1.81646 1.15579
C 6.59011 -1.85705 -0.07094
O 7.17809 -1.87453 -1.14099
O 5.24401 -1.87461 0.09913
C 4.49942 -1.91765 -1.11663
H 8.94971 -1.76173 2.16533
H 8.98720 -2.70086 0.66071
H 8.95784 -0.89946 0.61499
H 4.72829 -2.82956 -1.67736
H 4.69889 -1.02832 -1.72316
H 3.43620 -1.92844 -0.86150
C 10.69465 -3.31689 7.06230
O 9.26873 -3.33954 7.08656
C 8.69011 -3.38013 5.85983
O 9.27809 -3.39760 4.78978
O 7.34401 -3.39769 6.02990
C 6.59942 -3.44073 4.81414
H 11.04971 -3.28481 8.09610
H 11.08720 -4.22393 6.59148
H 11.05784 -2.42254 6.54576
H 6.82829 -4.35264 4.25340
H 6.79889 -2.55140 4.20761
H 5.53620 -3.45152 5.06927
C 7.07605 0.19933 6.33069
O 6.49344 0.29392 5.03224
C 5.68441 1.36967 4.86041
O 5.43369 2.21989 5.70023
O 5.20250 1.33546 3.59241
C 4.32944 2.41540 3.26710
H 7.70262 -0.69658 6.35545
H 7.70999 1.06848 6.53363
H 6.29959 0.09753 7.09576
H 4.85351 3.37313 3.34763
H 3.44318 2.40233 3.90970
H 4.00474 2.28703 2.23088
C 10.50489 5.16236 -0.68718
O 9.53994 4.49312 -1.49673
C 8.98783 3.39771 -0.91662
O 9.24816 2.96736 0.19606
O 8.09607 2.86394 -1.78902
C 7.43268 1.69606 -1.30911
H 10.88021 6.02176 -1.24968
H 10.04604 5.52931 0.23656
H 11.34866 4.50082 -0.46583
H 6.85109 1.92439 -0.41022
H 8.15356 0.89591 -1.11251
H 6.74401 1.35495 -2.08695
C -11.02414 1.89093 -5.49483
O -10.36005 1.63179 -6.73022
C -9.00942 1.54689 -6.63088
O -8.35642 1.67121 -5.60659
O -8.51116 1.29993 -7.86862
C -7.09035 1.18471 -7.91702
H -12.09866 1.93846 -5.69230
H -10.84082 1.08158 -4.78080
H -10.70740 2.85364 -5.08076
H -6.74974 0.34722 -7.29979
H -6.61625 2.11912 -7.59972
H -6.80243 0.98768 -8.95333
*
```

These are the Löwdin partial charges, in e, on atoms 1 to 99: -0.194 -0.363 0.538 -0.460 0.486 -0.298 0.078 0.061 0.078 0.076 0.081 -0.039 -0.028 -0.022 -0.028 0.062 -0.052 -0.020 -0.559 0.110 -0.011 -0.041 0.089 0.100 0.099 0.102 0.104 0.069 -0.041 -0.002 -0.546 0.070 -0.001 -0.049 0.098 0.083 0.103 0.089 0.097 0.101 -0.037 -0.013 -0.560 0.105 -0.020 -0.046 0.091 0.103 0.091 0.104 0.097 0.080 -0.051 -0.014 -0.571 0.105 -0.020 -0.042 0.095 0.099 0.099 0.101 0.089 0.098 -0.037 -0.015 -0.557 0.111 -0.013 -0.052 0.081 0.102 0.106 0.099 0.099 0.092 -0.053 -0.011 -0.559 0.106 -0.007 -0.048 0.094 0.098 0.098 0.099 0.088 0.096 -0.048 0.003 -0.555 0.093 -0.009 -0.052 0.079 0.077 0.105 0.097 0.098